Molecular formula: ClFLi
Method: DFT, ωB97M-V/def2-TZVPD

```
! wB97M-V def2-TZVPD RIJCOSX def2/J DEFGRID3
* xyz -1 1
Cl 0.93 -0.46 1.24
F -1.37 -0.04 -0.95
Li 0.44 0.51 -0.30
*
```

Properties
- E_LUMO: 3.207 eV
- DFT total energy: -567.725829 Ha
- Frontier orbital gap: 7.8 eV
- HOMO: -4.602 eV
- ΔE to the lowest compared entry with this formula, charge and spin: 4.96 kcal/mol

Charges obtained by Mulliken population analysis, quoted in units of e:
1. Cl -0.877
2. F -0.930
3. Li 0.807